Here is a cluster of 11 separate species, C21H32Cl30FN3O4P in total in a non-equilibrium geometry from OMol25. Energies are from the ωB97M-V functional and the def2-TZVPD basis.

**HOMO-LUMO gap**: 6.69 eV
**Charge**: -1
**HOMO energy**: -5.39 eV
**Strongest force on any atom**: 3.5 eV/A

Bonds (Å) are listed after each position.
CARTESIAN COORDINATES (ANGSTROEM)
1 Cl -9.279 -5.130 -6.027  C78 1.770
2 H 7.596 -1.907 2.104  C13 1.106
3 C 8.492 -1.977 4.353  H5 1.098, H9 1.094, C58 1.574, H71 1.093
4 C 3.132 -4.233 0.276  C14 1.539, H25 1.100, F54 1.382, H89 1.098
5 H 9.187 -1.493 3.655  C3 1.098
6 H 7.471 -1.210 0.135  N84 1.018
7 Cl -6.964 -5.224 -4.269  C78 1.763
8 Cl -7.555 2.990 6.241  C43 1.767
9 H 8.738 -1.623 5.358  C3 1.094
10 Cl -6.211 -3.173 -8.914  C67 1.767
11 H 4.412 -2.251 -0.722  C60 1.095
12 Cl -8.820 6.237 4.973  C87 1.765
13 C 7.000 -1.058 2.487  H2 1.106, P17 1.926, H21 1.097, C58 1.540
14 C 2.986 -2.759 0.695  C4 1.539, C60 1.545, H62 1.106, H72 1.094
15 Cl 3.379 -2.772 -2.824  C48 1.763
16 N 6.109 2.305 2.069  C30 1.157
17 P 5.445 -1.270 1.372  C13 1.926, O29 1.863, N36 1.804, O42 1.750, C60 1.913, N84 1.822
18 Cl -0.184 2.508 1.926  C90 1.765
19 Cl -4.866 3.450 5.241  C43 1.764
20 Cl -3.455 2.585 -3.995  C46 1.764
21 H 7.664 -0.225 2.223  C13 1.097
22 Cl -2.484 -4.215 -4.434  C76 1.766
23 H -7.851 -3.907 -7.406  C67 1.084
24 Cl 0.196 4.155 -0.444  C90 1.770
25 H 2.193 -4.591 -0.171  C4 1.100
26 H 1.919 -1.697 -4.312  C48 1.083
27 Cl -7.142 3.713 3.457  C43 1.766
28 Cl -2.505 6.811 -2.675  C88 1.766
29 O 5.595 0.424 0.611  P17 1.863, C30 1.281
30 C 5.798 1.429 1.379  N16 1.157, O29 1.281
31 C 4.275 -0.509 3.952  N36 1.414, C49 1.546, O51 1.204
32 H -3.257 -2.103 -5.085  C76 1.083
33 Cl -1.026 -2.095 -5.785  C76 1.764
34 H 6.920 -0.587 4.600  C58 1.101
35 Cl -4.799 0.858 2.466  C39 1.767
36 N 4.246 -0.601 2.541  P17 1.804, C31 1.414, C50 1.411
37 H 6.365 -2.263 4.286  C58 1.088
38 Cl -4.186 3.425 1.242  C39 1.768
39 C -3.913 1.680 1.177  Cl35 1.767, Cl38 1.768, Cl66 1.767, H91 1.083
40 O 1.976 -0.635 2.566  C50 1.222
41 H 4.801 -2.947 2.755  O42 0.958
42 O 5.375 -2.907 1.989  P17 1.750, H41 0.958
43 C -6.562 3.919 5.112  Cl8 1.767, Cl19 1.764, Cl27 1.766, H73 1.079
44 H -5.207 1.577 -5.179  C46 1.082
45 H -0.346 7.579 -3.162  C88 1.082
46 C -4.471 1.224 -4.468  Cl20 1.764, H44 1.082, Cl56 1.765, Cl65 1.768
47 H 3.445 1.054 0.306  C69 1.096
48 C 1.921 -1.873 -3.244  Cl15 1.763, H26 1.083, Cl64 1.767, Cl77 1.768
49 C 3.756 -1.631 4.880  C31 1.546, H53 1.095, H70 1.090, H82 1.094
50 C 2.989 -0.133 2.103  N36 1.411, O40 1.222, C69 1.517
51 O 4.623 0.494 4.520  C31 1.204
52 Cl -9.269 -6.906 -3.731  C78 1.764
53 H 3.391 -2.494 4.312  C49 1.095
54 F 4.157 -4.549 -0.596  C4 1.382
55 H 2.940 1.984 1.687  C69 1.100
56 Cl -5.327 0.577 -3.065  C46 1.765
57 Cl -3.320 -3.336 -7.071  C76 1.765
58 C 7.049 -1.479 3.968  C3 1.574, C13 1.540, H34 1.101, H37 1.088
59 Cl -10.821 7.891 3.672  C87 1.765
60 C 4.033 -1.749 0.174  H11 1.095, C14 1.545, P17 1.913, H80 1.099
61 H -9.151 -4.568 -3.755  C78 1.082
62 H 2.013 -2.414 0.300  C14 1.106
63 Cl 2.052 4.348 1.777  C90 1.765
64 Cl 0.472 -2.797 -2.833  C48 1.767
65 Cl -3.505 -0.033 -5.250  C46 1.768
66 Cl -4.370 1.043 -0.406  C39 1.767
67 C -7.434 -2.940 -7.660  Cl10 1.767, H23 1.084, Cl75 1.765, Cl85 1.767
68 Cl -8.001 8.318 3.121  C87 1.765
69 C 2.760 1.033 1.161  H47 1.096, C50 1.517, H55 1.100, H83 1.087
70 H 2.987 -1.198 5.520  C49 1.090
71 H 8.588 -3.060 4.239  C3 1.093
72 H 2.833 -2.736 1.777  C14 1.094
73 H -6.642 4.963 5.372  C43 1.079
74 H -0.242 4.841 1.758  C90 1.082
75 Cl -6.715 -2.257 -6.200  C67 1.765
76 C -2.604 -2.841 -5.536  Cl22 1.766, H32 1.083, Cl33 1.764, Cl57 1.765
77 Cl 1.893 -0.303 -2.432  C48 1.768
78 C -8.720 -5.353 -4.362  Cl1 1.770, Cl7 1.763, Cl52 1.764, H61 1.082
79 H -9.292 6.413 2.690  C87 1.083
80 H 3.581 -0.851 -0.271  C60 1.099
81 H 6.270 -1.286 -0.818  N84 1.019
82 H 4.586 -1.937 5.524  C49 1.094
83 H 1.749 1.037 0.763  C69 1.087
84 N 6.600 -1.728 0.039  H6 1.018, P17 1.822, H81 1.019
85 Cl -8.744 -1.910 -8.246  C67 1.767
86 Cl -0.203 5.276 -3.548  C88 1.763
87 C -9.241 7.123 3.506  Cl12 1.765, Cl59 1.765, Cl68 1.765, H79 1.083
88 C -1.005 6.844 -3.607  Cl28 1.766, H45 1.082, Cl86 1.763, Cl92 1.767
89 H 3.273 -4.848 1.175  C4 1.098
90 C 0.372 4.068 1.315  Cl18 1.765, Cl24 1.770, Cl63 1.765, H74 1.082
91 H -2.855 1.498 1.323  C39 1.083
92 Cl -1.320 7.325 -5.277  C88 1.767